Record 1
{
  "formula": "C6H19BrCuN5O3",
  "method": "wB97M-V/def2-TZVPD",
  "symbols": ["C", "H", "C", "H", "Cu", "H", "Br", "H", "N", "C", "N", "H", "O", "H", "H", "N", "H", "H", "N", "C", "H", "C", "H", "N", "H", "O", "H", "H", "H", "C", "H", "H", "H", "O", "H"],
  "coordinates": [[-16.21960, -0.07590, 15.49517], [-18.25837, 1.38085, 16.10694], [-15.05550, 3.52205, 12.37827], [-16.29709, -1.64905, 13.28188], [-10.45980, 3.18067, 15.35370], [-16.52119, 0.04677, 12.93821], [-12.55455, 2.22526, 16.42091], [-12.79061, 2.21623, 19.87675], [-14.10686, 2.97316, 11.52237], [-10.76795, 1.92180, 20.09127], [-10.79784, 0.82939, 19.21891], [-12.01898, 3.25850, 21.02921], [-9.73063, 2.37116, 20.52936], [-13.86457, 3.23535, 14.08420], [-13.14763, 2.82352, 11.76295], [-15.88014, 1.13440, 17.59313], [-15.76695, 0.82906, 15.05545], [-18.43912, 1.30661, 17.84928], [-11.99719, 2.45386, 20.43584], [-16.98864, -0.81101, 13.43142], [-17.89312, -0.98435, 12.85494], [-16.69186, 0.17676, 16.92891], [-16.60954, -0.77784, 17.47748], [-14.70132, 3.65167, 13.72434], [-15.29169, 4.27644, 14.23971], [-17.30182, -0.54661, 14.76477], [-15.68947, 0.85973, 18.56829], [-9.85068, 0.63700, 18.93257], [-14.35925, 2.85628, 10.55894], [-18.14904, 0.72705, 16.97677], [-14.93733, 1.44268, 17.25865], [-18.86819, -0.07407, 16.82294], [-11.54939, 0.78391, 18.55280], [-16.12883, 3.90683, 11.96614], [-15.42224, -0.83867, 15.57256]],
  "spin_multiplicity": 2,
  "homo_ev": [-12.09, -12.09],
  "e_above_lowest_ev": 2.0601,
  "total_charge": 1
}

***

Record 2
{
  "formula": "C19H19N5O3S",
  "method": "wB97M-V/def2-TZVPD",
  "symbols": ["C", "C", "H", "N", "H", "C", "H", "H", "C", "H", "H", "C", "H", "C", "C", "H", "H", "C", "N", "C", "H", "C", "C", "O", "C", "C", "C", "C", "H", "H", "C", "S", "H", "N", "C", "H", "N", "H", "H", "O", "H", "C", "H", "C", "O", "H", "N"],
  "coordinates": [[4.99580, -0.93479, 0.62056], [-2.74347, -1.56590, 1.05059], [-4.44178, 0.65957, -1.74072], [0.93249, 1.50180, 0.83136], [6.14227, 1.31321, -1.33063], [-2.49336, -2.46416, 0.01654], [-4.77594, 1.94762, 0.34249], [-3.35856, -3.62398, -1.56266], [-0.19766, 2.38446, 1.03751], [-1.89123, -0.12144, 2.40116], [3.48316, 1.62150, 0.67918], [-2.68265, 2.19963, 0.69053], [4.24680, -1.39609, 1.22902], [-3.61022, -3.27179, -0.56592], [-1.18974, -2.61791, -0.44332], [0.28384, 1.46673, -2.45702], [-2.81879, 2.74949, 1.61036], [-2.31181, 0.78106, -1.64597], [4.78478, 0.23796, -0.04941], [1.31094, 1.41855, -0.56627], [-4.52431, -2.68486, -0.61467], [-1.20252, 1.24608, -0.94846], [2.52942, 0.49959, -0.72839], [2.12771, -0.56184, 1.52369], [-1.39391, 1.94893, 0.23706], [5.96494, 0.46756, -0.69983], [-1.71933, -0.81298, 1.59232], [0.17139, 0.96679, -1.49101], [0.27154, -0.10553, -1.68140], [-0.97975, -3.32833, -1.22897], [-3.77859, 1.74721, -0.01852], [0.86015, 0.08048, 1.73217], [0.10738, 3.40195, 0.76168], [3.64378, 1.01080, -0.11526], [-0.44107, -0.95666, 1.08959], [-2.16095, 0.22266, -2.55814], [6.80682, -0.47578, -0.42618], [0.85984, -1.97956, -0.25212], [-3.74838, -1.45475, 1.42919], [0.52692, 0.49576, 3.06099], [1.63690, 2.43077, -0.85078], [-0.15689, -1.86718, 0.09164], [-0.41392, 2.36720, 2.10648], [-3.59090, 1.02684, -1.18705], [2.54254, -0.47811, -1.43041], [-3.80421, -4.14159, 0.06182], [6.20054, -1.35098, 0.39719]],
  "homo_ev": -9.39,
  "smiles": "Cc1ccc(S(=O)(=O)N2Cc3ccccc3C[C@@H]2C(=O)Nn2cnnc2)cc1",
  "e_above_lowest_ev": 1.1308
}

***

Record 3
{
  "formula": "C2H8N2O2",
  "method": "wB97M-V/def2-TZVPD",
  "symbols": ["O", "C", "H", "H", "H", "O", "N", "H", "N", "H", "H", "C", "H", "H"],
  "coordinates": [[-3.70332, 0.78662, -2.68420], [0.47159, -0.19687, 1.53684], [-0.60644, -0.27245, 1.69386], [1.61897, -1.56535, 2.50554], [2.30476, 1.24026, 0.46552], [-0.28102, -0.15318, -0.73024], [1.28666, -1.44152, 1.56212], [-3.82220, 1.16754, -3.55586], [1.70652, 0.89203, -0.24938], [-3.14522, 0.07453, -2.86211], [0.89503, 0.56030, 2.19429], [0.56544, 0.21573, 0.04831], [0.64433, -2.16465, 1.26366], [2.06490, 0.85701, -1.18835]],
  "homo_ev": -9.37,
  "smiles": "NCC(N)=O.O",
  "e_above_lowest_ev": 0.9491
}

***

Record 4
{
  "formula": "C12H12O3",
  "method": "wB97M-V/def2-TZVPD",
  "symbols": ["H", "C", "H", "C", "H", "H", "H", "C", "C", "C", "O", "C", "C", "C", "H", "H", "O", "H", "H", "H", "O", "H", "H", "C", "C", "C", "C"],
  "coordinates": [[0.72147, -2.36474, -1.32982], [3.08693, 0.92860, 0.89471], [2.55636, 0.49636, -1.94580], [-2.49103, 1.48016, 1.18568], [1.03389, 0.93872, 1.43146], [-3.09849, 1.35252, -2.35903], [1.32052, -2.59963, 0.33835], [-2.75984, 1.05186, -1.34087], [-1.77414, 0.22043, 1.32612], [1.35199, -0.44480, -0.32734], [3.47288, 1.81512, 1.58255], [-2.04207, -0.20863, -1.20013], [1.74697, 0.13292, 1.09824], [0.74875, -1.87800, -0.31017], [-2.63005, 2.11090, 2.08761], [-3.49133, 2.82896, -0.24490], [-1.26279, -2.95607, 0.58344], [1.69780, -0.59969, 1.94695], [0.74938, 0.39626, -0.75518], [3.08162, -1.14940, -1.68017], [3.68807, 0.41284, -0.26600], [-1.81444, -0.87768, -2.06349], [-1.34859, -0.17275, 2.27660], [-0.75282, -1.93557, 0.19959], [2.73404, -0.24516, -1.11092], [-2.96440, 1.85155, -0.14743], [-1.56070, -0.58509, 0.12992]],
  "homo_ev": -9.53,
  "smiles": "O=C1C[C@H](CC(=O)c2ccccc2)CO1",
  "e_above_lowest_ev": 2.4717
}

***

Record 5
{
  "formula": "C7H8Cl2Si",
  "method": "wB97M-V/def2-TZVPD",
  "symbols": ["C", "H", "C", "H", "C", "H", "H", "H", "Cl", "Si", "H", "C", "H", "C", "C", "Cl", "H", "C"],
  "coordinates": [[-0.73076, 1.70311, 1.59963], [-0.74618, 2.71888, 1.93353], [-0.77826, -0.95394, 0.77117], [0.27679, 2.09005, -0.30886], [-0.16555, 1.35718, 0.36528], [2.73808, -0.45315, -1.26259], [-1.60185, 1.03735, 3.36806], [2.18875, -2.05331, -1.82593], [-0.96316, -1.70761, -2.63510], [0.34083, -0.31065, -1.77401], [2.53181, -0.73447, -2.94775], [-1.24915, -0.59910, 2.02260], [-1.66158, -1.32110, 2.69379], [2.11894, -0.96987, -1.99036], [-1.24221, 0.72622, 2.42579], [0.04587, 1.41610, -2.85980], [-0.86152, -1.99289, 0.48066], [-0.24086, 0.04720, -0.05611]],
  "homo_ev": -9.72,
  "smiles": "C[Si](Cl)(Cl)c1ccccc1",
  "e_above_lowest_ev": 0.0000
}

***

Record 6
{
  "formula": "C15H5F6MoN4O8S2",
  "method": "wB97M-V/def2-TZVPD",
  "symbols": ["O", "C", "H", "C", "O", "O", "N", "O", "C", "C", "F", "C", "F", "H", "C", "H", "C", "C", "H", "H", "C", "O", "N", "C", "F", "S", "C", "C", "S", "O", "C", "C", "C", "O", "F", "O", "F", "N", "N", "Mo", "F"],
  "coordinates": [[-0.26017, -3.60562, -2.98279], [0.21803, -3.17487, 1.89477], [2.32195, 3.56721, 1.85180], [2.63163, 1.23693, 0.50020], [-0.28081, -0.93925, 3.58031], [-0.91907, -0.60192, -0.42080], [-4.79417, 3.11064, -3.46473], [0.52603, 2.30872, 0.20035], [0.32945, -4.03247, -0.35969], [0.45837, -4.19944, 1.00571], [3.34707, 2.76887, -1.88712], [-3.98542, 1.78923, -0.31329], [2.36716, 1.06463, 1.80601], [0.36234, -3.32287, 2.95680], [-5.38275, 1.88189, -0.05380], [0.55757, -4.84589, -1.03543], [-0.38876, -1.76359, 0.03640], [1.92037, 2.52514, 0.01739], [3.49397, 3.86705, 0.54936], [1.88229, 4.61280, 0.48843], [2.43981, 3.72613, 0.78193], [1.08815, -6.38555, 0.70070], [-6.51103, 1.92616, 0.15974], [2.08303, 2.72330, -1.51968], [1.46913, 3.84977, -1.87941], [-1.71879, 2.10685, -1.67248], [-0.36622, -0.82874, 2.40775], [-0.19475, -1.93906, 1.41651], [-3.00989, 1.20569, 1.00118], [0.02015, -1.47978, -2.72518], [-4.20248, 2.66867, -2.58463], [-3.44189, 2.14311, -1.50148], [-0.07680, -2.80810, -0.84499], [1.04344, -5.60571, 2.72286], [1.47625, 1.70639, -2.17653], [-0.55037, 0.39629, 1.80023], [2.10120, 0.14749, -0.13395], [-0.15457, -2.61188, -2.30870], [0.90860, -5.51621, 1.52372], [-0.73723, 1.07827, 0.14606], [3.92920, 1.24971, 0.31648]],
  "homo_ev": [-13.31, -13.31],
  "total_charge": 1
}

***

Record 7
{
  "formula": "CHF4N2",
  "method": "wB97M-V/def2-TZVPD",
  "symbols": ["F", "N", "F", "H", "N", "F", "C", "F"],
  "coordinates": [[1.17577, 1.58791, -0.00010], [1.19932, 0.24657, 0.00000], [0.21534, -1.74458, -0.00002], [2.14568, -0.15175, 0.00000], [-1.14760, 0.00628, 0.00018], [-2.21060, -0.78209, -0.00010], [0.08899, -0.45612, -0.00001], [-1.46689, 1.29376, 0.00004]],
  "homo_ev": -16.99,
  "smiles": "FNC(F)=[N+](F)F",
  "e_above_lowest_ev": 0.0000,
  "total_charge": 1
}